[1]
Entry from the OMol25 dataset: a structure of composition C3H3O4S in a non-equilibrium geometry (the ωB97M-V functional and the def2-TZVPD basis).

ORCA input file:
```
! RIJCOSX wB97M-V def2-TZVPD def2/J DEFGRID3
* xyz -1 1
C 1.221 -0.170 -1.808
C -0.018 -0.514 -2.127
C -0.128 1.245 2.380
O 0.960 1.217 2.829
O -1.147 1.815 2.230
O -0.397 -0.472 1.623
O -2.106 -2.013 0.658
S -1.653 -0.534 0.734
H 1.985 0.040 -2.548
H 1.538 0.117 -0.777
H -0.256 -0.732 -3.194
*
```

Results
HOMO (spin up / spin down), eV: -5.680 / -3.157
Lowest unoccupied orbital energy (spin up / spin down), eV: 3.83 / 2.86
E, eV: -22182.9912
ΔE to the lowest compared entry with this formula, charge and spin, eV: 3.142

[2]
Entry from the OMol25 dataset: a structure of composition C3H3O5S in a non-equilibrium geometry (the ωB97M-V functional and the def2-TZVPD basis).

ORCA input file:
```
! RIJCOSX wB97M-V def2-TZVPD def2/J DEFGRID3
* xyz -1 1
C -4.025 -0.998 0.046
C 0.413 -0.336 -0.228
C -0.207 0.641 0.409
O -2.187 0.786 -1.436
O -5.004 -0.393 0.068
O -2.703 0.113 0.820
O -2.167 2.547 0.206
O -3.430 -1.981 -0.088
S -1.970 1.122 -0.042
H -0.025 -0.788 -1.094
H 1.361 -0.816 0.140
H -0.050 0.838 1.469
*
```

Results
HOMO, eV: -5.762
Lowest unoccupied orbital energy, eV: 3.69
E, eV: -24233.4918
ΔE to the lowest compared entry with this formula, charge and spin, eV: 0.000

[3]
Entry from the OMol25 dataset: a structure of composition C3H3OP in a non-equilibrium geometry (the ωB97M-V functional and the def2-TZVPD basis).

ORCA input file:
```
! RIJCOSX wB97M-V def2-TZVPD def2/J DEFGRID3
* xyz 0 3
C -0.286 0.290 1.339
C 0.638 -0.348 0.233
C -0.294 -0.207 -1.034
O 1.829 -0.257 0.123
P -1.417 0.745 0.220
H -0.057 0.581 2.283
H 0.362 0.331 -1.774
H -0.774 -1.136 -1.391
*
```

Results
HOMO (spin up / spin down), eV: -7.094 / -9.798
Lowest unoccupied orbital energy (spin up / spin down), eV: 0.94 / -3.31
Expectation value of S²: 2.011
E, eV: -14490.4318
ΔE to the lowest compared entry with this formula, charge and spin, eV: 0.478

[4]
Entry from the OMol25 dataset: the ion C3H3OS with charge +1 in a non-equilibrium geometry (the ωB97M-V functional and the def2-TZVPD basis).

ORCA input file:
```
! RIJCOSX wB97M-V def2-TZVPD def2/J DEFGRID3
* xyz 1 3
C -0.989 -0.222 0.006
C 0.136 -1.170 0.004
C 0.708 1.168 -0.004
O -0.575 1.020 0.006
S 1.577 -0.282 0.000
H -2.043 -0.435 0.018
H 0.055 -2.239 -0.006
H 1.131 2.160 -0.024
*
```

Results
HOMO (spin up / spin down), eV: -12.169 / -17.222
Lowest unoccupied orbital energy (spin up / spin down), eV: -5.26 / -8.90
Expectation value of S²: 2.009
E, eV: -16030.1801
ΔE to the lowest compared entry with this formula, charge and spin, eV: 0.000